(1)
{
  "formula": "C18H19Br3CaF14LiN2O8S",
  "method": "the ωB97M-V functional and the def2-TZVPD basis",
  "species": ["C", "C", "C", "C", "C", "C", "N", "C", "C", "C", "F", "F", "C", "F", "F", "C", "F", "F", "C", "F", "F", "C", "F", "F", "C", "F", "F", "F", "S", "O", "O", "F", "C", "C", "H", "H", "H", "H", "H", "H", "H", "H", "H", "H", "H", "H", "H", "C", "Br", "Br", "Br", "H", "C", "O", "H", "H", "H", "Ca", "O", "H", "Li", "O", "H", "N", "O", "O", "O"],
  "coordinates": [[4.4244, 1.1247, -2.5446], [3.7438, 0.9059, -1.1424], [2.9452, 2.0134, -0.6231], [2.2726, 1.8164, 0.6594], [2.4028, 0.5604, 1.3772], [1.6296, 0.3587, 2.7386], [0.5315, 1.3713, 2.8056], [-0.8133, 0.7708, 2.9145], [-1.3671, 0.2212, 1.5551], [-1.7782, 1.3489, 0.5631], [-0.8276, 2.3114, 0.3684], [-2.8578, 1.9975, 1.1658], [-2.2935, 0.8970, -0.8562], [-2.2950, 2.0372, -1.6368], [-3.6026, 0.5034, -0.7939], [-1.4561, -0.2169, -1.5707], [-0.1268, 0.0053, -1.2590], [-1.8098, -1.4286, -1.0027], [-1.7351, -0.3583, -3.1237], [-1.7903, -1.7075, -3.3942], [-2.9504, 0.1144, -3.4878], [-0.6111, 0.2262, -4.0618], [-1.2141, 0.4931, -5.2638], [-0.1331, 1.4469, -3.6407], [0.5670, -0.7543, -4.3974], [1.6505, -0.0351, -4.8206], [0.2647, -1.6025, -5.3990], [0.9914, -1.5154, -3.3487], [0.8010, 2.5051, 4.0256], [0.1801, 2.0459, 5.2714], [2.1834, 2.8016, 4.2392], [0.1127, 3.8814, 3.5109], [3.2452, -0.5309, 0.8543], [3.9236, -0.3430, -0.4309], [3.6224, 1.0837, -3.3093], [5.1297, 0.2760, -2.6881], [4.9108, 2.1238, -2.5194], [2.7964, 2.9760, -1.1516], [1.6613, 2.6727, 1.0229], [1.2463, -0.6944, 2.7347], [2.3622, 0.4299, 3.5679], [-0.7412, -0.0878, 3.6465], [-1.5108, 1.5714, 3.2813], [-0.6333, -0.5238, 1.1600], [-2.2950, -0.3697, 1.7879], [3.3394, -1.4768, 1.4762], [4.5574, -1.1661, -0.8156], [-1.3327, -6.2849, -2.4303], [-3.1321, -6.0070, -3.0536], [-0.1911, -4.7534, -2.7787], [-1.2954, -6.7813, -0.5560], [-0.9189, -7.1182, -2.9871], [1.0030, 5.6169, 6.4013], [1.3819, 6.5954, 7.2126], [-0.0859, 5.3562, 6.3886], [1.2024, 5.7579, 5.3084], [1.4626, 4.6104, 6.5723], [1.5691, -2.5476, 0.3963], [2.6601, -1.6760, 3.9552], [3.0612, -1.2990, 4.7427], [-1.1425, 0.1142, 5.6533], [-3.5928, -0.5356, -6.6251], [-2.9166, -0.2362, -6.0128], [-6.5701, -5.1666, -2.4874], [-6.0631, -4.0297, -2.3982], [-6.1853, -5.9551, -3.3857], [-7.4528, -5.5227, -1.6837]],
  "forces_ev_per_a": [[-0.7, -0.6, 1.6], [-0.1, 0.5, -0.2], [-0.2, -2.7, 2.1], [1.3, -0.9, -1.5], [0.3, 0.0, -0.6], [1.3, 0.4, -2.0], [-0.6, 0.6, 1.0], [-0.5, 0.7, -0.4], [0.1, -0.3, 0.6], [-0.6, 0.2, 0.7], [-0.4, -1.0, 0.3], [1.0, -0.5, -0.6], [-1.3, 1.1, -0.9], [0.4, -1.2, 0.6], [1.5, 0.0, 0.3], [-0.8, -0.5, 0.8], [-0.8, -0.3, -0.6], [0.6, 1.3, -0.2], [-0.6, -1.3, -0.8], [0.5, 1.1, 0.3], [1.5, 0.2, 0.9], [-0.8, 1.4, -1.5], [0.8, -0.4, 1.2], [-0.2, -1.5, 0.3], [1.5, -0.8, -1.2], [-1.1, -0.4, 0.6], [-0.1, 0.9, 1.2], [-0.5, 0.7, -0.2], [1.9, 0.6, 2.2], [-1.5, 0.0, -1.5], [-1.2, -0.2, -1.6], [0.4, -2.7, 0.5], [-0.8, 1.8, -1.0], [-1.6, 1.3, 1.3], [0.6, 0.1, 0.3], [-0.3, 0.9, -0.2], [-0.1, -0.8, -0.3], [0.3, -0.9, 0.2], [0.5, -1.1, -0.1], [0.0, 1.0, 0.7], [-0.8, -0.2, -0.5], [-0.2, 0.4, -0.7], [0.4, -0.8, -0.3], [-0.5, 0.8, -0.1], [0.7, 0.6, -0.4], [0.5, 1.4, -0.1], [-0.4, 0.8, 0.1], [-0.7, -0.3, -0.2], [0.0, 0.1, 0.2], [0.2, 0.2, 0.1], [0.1, 0.1, -0.1], [0.1, 0.1, 0.1], [-0.5, -0.3, -0.5], [0.0, -0.1, 0.0], [-0.3, 0.1, 0.3], [0.3, 0.3, -0.1], [0.4, -0.1, 0.3], [-0.1, 0.1, 0.0], [-0.4, -0.4, -0.6], [0.2, -0.3, 0.1], [0.7, 0.8, 0.0], [0.0, 0.0, -0.1], [-0.1, 0.0, -0.1], [-0.1, 0.2, 0.2], [0.1, -0.1, 0.0], [0.3, -0.1, 0.0], [0.0, 0.0, -0.1]],
  "nbo_charge": [-0.656, 0.103, -0.204, -0.192, -0.028, -0.299, -0.672, -0.216, -0.471, 0.649, -0.308, -0.328, 0.589, -0.300, -0.281, 0.582, -0.334, -0.305, 0.599, -0.289, -0.252, 0.556, -0.275, -0.303, 0.928, -0.312, -0.274, -0.334, 2.484, -0.993, -0.838, -0.431, -0.390, -0.282, 0.237, 0.217, 0.231, 0.241, 0.246, 0.239, 0.317, 0.124, 0.246, 0.199, 0.267, 0.227, 0.230, -0.512, 0.228, 0.015, 0.048, 0.221, -0.205, -0.773, 0.069, 0.091, 0.103, 1.256, -1.356, 0.429, 0.976, -0.941, 0.381, 0.707, -0.555, -0.578, -0.548],
  "charge": -1,
  "lumo_ev": -2.7
}

(2)
{
  "formula": "C18H19BrN4",
  "method": "the ωB97M-V functional and the def2-TZVPD basis",
  "species": ["Br", "C", "C", "C", "C", "C", "C", "C", "C", "C", "N", "N", "C", "C", "N", "C", "C", "C", "C", "C", "N", "C", "C", "H", "H", "H", "H", "H", "H", "H", "H", "H", "H", "H", "H", "H", "H", "H", "H", "H", "H", "H"],
  "coordinates": [[2.9665, 0.2410, 0.5596], [1.5378, -0.7184, 1.3762], [1.6440, -1.9963, 1.7806], [2.7531, -2.9272, 1.6657], [3.6111, -2.9726, 0.5664], [4.6420, -3.8920, 0.5190], [4.8381, -4.7836, 1.5599], [3.9790, -4.7650, 2.6473], [2.9422, -3.8557, 2.6944], [0.3524, 0.0718, 1.5590], [0.3443, 1.2817, 1.1497], [-0.6247, 2.1515, 1.2910], [-0.5133, 3.3337, 0.4557], [-1.8117, 3.5372, -0.3450], [-2.3978, 2.2683, -0.7031], [-2.4411, 1.8649, -2.0055], [-3.0589, 0.6652, -2.4011], [-3.0559, 0.3334, -3.7384], [-2.4609, 1.1879, -4.6591], [-1.9034, 2.3565, -4.1752], [-1.8888, 2.6909, -2.8983], [-2.7551, 1.3953, 0.3929], [-1.9861, 1.8223, 1.6537], [0.7865, -2.3858, 2.3204], [3.4586, -2.3094, -0.2694], [5.2951, -3.9134, -0.3409], [5.6484, -5.4963, 1.5207], [4.1164, -5.4656, 3.4582], [2.2744, -3.8445, 3.5449], [-0.4842, -0.4369, 2.0461], [-0.3199, 4.2120, 1.0822], [0.3386, 3.1820, -0.2083], [-1.6038, 4.0711, -1.2714], [-2.5371, 4.1106, 0.2445], [-3.5434, 0.0206, -1.6858], [-3.5225, -0.5850, -4.0662], [-2.4422, 0.9547, -5.7111], [-1.4365, 3.0738, -4.8384], [-3.8377, 1.4195, 0.5867], [-2.4719, 0.3676, 0.1411], [-1.9985, 1.0232, 2.3957], [-2.4330, 2.7108, 2.1054]],
  "forces_ev_per_a": [[0.1, -0.2, 0.1], [0.8, -0.7, -0.1], [-0.3, 0.8, -0.1], [0.3, -0.3, 0.0], [-0.1, 0.0, 0.0], [0.1, 0.0, 0.0], [0.0, 0.0, 0.0], [0.1, -0.1, 0.0], [0.0, 0.2, -0.1], [-0.9, 0.4, 0.2], [0.5, -0.4, -0.1], [-0.5, 0.3, 0.3], [0.0, 0.3, -0.1], [0.1, 0.2, 0.1], [0.2, 0.0, 0.3], [-0.1, 0.0, -0.4], [0.0, -0.1, 0.1], [0.1, 0.2, 0.0], [0.0, -0.1, -0.1], [0.0, -0.2, -0.2], [0.0, 0.1, 0.2], [-0.2, -0.2, 0.1], [0.0, -0.3, -0.2], [-0.1, 0.1, 0.0], [0.0, 0.1, 0.0], [0.1, 0.0, -0.1], [0.1, -0.1, 0.0], [0.0, 0.0, 0.1], [-0.1, 0.0, 0.1], [0.0, 0.1, 0.0], [0.0, 0.0, -0.1], [-0.1, 0.0, 0.1], [0.0, 0.1, 0.3], [0.1, 0.0, -0.1], [0.0, 0.0, 0.1], [0.0, -0.1, 0.0], [0.0, 0.0, -0.1], [0.0, 0.0, -0.1], [0.1, -0.1, 0.0], [-0.1, 0.1, 0.0], [-0.1, 0.1, 0.0], [0.0, -0.1, 0.0]],
  "nbo_charge": [0.060, -0.073, -0.226, -0.086, -0.194, -0.197, -0.214, -0.230, -0.144, -0.102, -0.176, -0.226, -0.219, -0.246, -0.416, 0.399, -0.320, -0.140, -0.321, 0.073, -0.497, -0.219, -0.253, 0.211, 0.225, 0.211, 0.212, 0.211, 0.200, 0.169, 0.190, 0.230, 0.269, 0.181, 0.214, 0.215, 0.218, 0.190, 0.190, 0.204, 0.219, 0.209],
  "charge": 0,
  "smiles": "BrC(=C\\c1ccccc1)/C=N/N1CCN(c2ccccn2)CC1",
  "lumo_ev": 0.5
}

The calculation returns the following HOMO values, one per record and in order: -3.886 -7.557 eV.
The calculation returns the following E values, one per record and in order: -315968.8893 -94975.5561 eV.